This record from the OMol25 dataset describes one molecule with the formula C5H13NO2. The level of theory is ωB97M-V with the def2-TZVPD basis set.

Geometry as XYZ:
```
21
Properties=species:S:1:pos:R:3:forces:R:3
C 1.52503 2.41409 -0.37779 -0.1 -0.1 -0.2
C 0.48705 1.38572 -0.80392 0.0 0.0 0.5
C 0.35928 0.25361 0.21944 -0.5 0.0 -0.5
N 1.61657 -0.46523 0.29595 0.1 -0.2 0.1
C -0.85622 -0.63374 -0.14250 0.4 -0.3 0.4
O -2.02043 0.15773 -0.13351 -0.3 0.1 0.2
C -1.03760 -1.80839 0.83267 0.5 0.3 -0.2
O -2.27106 -2.45370 0.60692 -0.5 -0.2 -0.1
H 2.47954 1.92489 -0.20589 0.1 0.1 0.0
H 1.21795 2.90398 0.54272 0.0 0.1 0.1
H 1.64735 3.17113 -1.14846 0.1 0.1 0.0
H 0.77153 0.95516 -1.76699 -0.1 -0.1 -0.1
H -0.49006 1.85498 -0.91535 0.0 0.0 -0.1
H 0.16799 0.69064 1.20557 -0.1 0.0 0.0
H 1.61134 -1.14785 1.04342 0.1 0.0 -0.1
H 1.80484 -0.94320 -0.57884 0.1 -0.1 0.1
H -0.70632 -1.04429 -1.16126 0.1 0.0 0.1
H -2.75122 -0.41155 0.15031 0.1 0.1 -0.1
H -0.20591 -2.51941 0.75125 -0.1 0.1 0.0
H -1.08915 -1.43093 1.85708 0.1 0.0 0.0
H -2.26047 -2.85364 -0.27083 0.0 0.0 0.1
```
Positions in Å, forces in eV/Å.

LUMO level: 0.71 eV
Kohn-Sham gap: 10.042 eV
Energy above the lowest of the compared OMol25 structures with the same formula, charge and spin: 1.119 eV
M: 119.16 g mol⁻¹
Calculated total energy: -403.535485 Ha
Structure (SMILES): CC[C@H](N)[C@H](O)CO